{
  "formula": "C50H60O25",
  "method": "ωB97M-V with the def2-TZVPD basis set",
  "charge": 0,
  "smiles": "C[C@H]1COC(=O)O1.C[C@H]1COC(=O)O1.C[C@H]1COC(=O)O1.C[C@H]1COC(=O)O1.C[C@H]1COC(=O)O1.Oc1ccc(O)cc1.Oc1ccc(O)cc1.Oc1ccc(O)cc1.Oc1ccc(O)cc1.Oc1ccc(O)cc1",
  "e_homo_ev": -7.881,
  "lumo_ev": -0.08,
  "species": ["C", "C", "C", "O", "C", "O", "O", "H", "H", "H", "H", "H", "H", "C", "C", "C", "O", "C", "O", "O", "H", "H", "H", "H", "H", "H", "C", "C", "C", "O", "C", "O", "O", "H", "H", "H", "H", "H", "H", "C", "C", "C", "O", "C", "O", "O", "H", "H", "H", "H", "H", "H", "C", "C", "C", "O", "C", "O", "O", "H", "H", "H", "H", "H", "H", "C", "C", "C", "C", "C", "C", "O", "O", "H", "H", "H", "H", "H", "H", "C", "C", "C", "C", "C", "C", "O", "O", "H", "H", "H", "H", "H", "H", "C", "C", "C", "C", "C", "C", "O", "O", "H", "H", "H", "H", "H", "H", "C", "C", "C", "C", "C", "C", "O", "O", "H", "H", "H", "H", "H", "H", "C", "C", "C", "C", "C", "C", "O", "O", "H", "H", "H", "H", "H", "H"],
  "coordinates": [[-5.45391, 2.04864, -1.89416], [-4.27737, 3.08146, -1.92314], [-3.53180, 3.25560, -0.70134], [-2.15392, 3.07519, -1.02958], [-2.05058, 2.60306, -2.26115], [-0.95560, 2.34627, -2.74104], [-3.24813, 2.57488, -2.83146], [-6.15745, 2.31798, -1.09229], [-5.05883, 1.05149, -1.77658], [-5.96375, 2.08772, -2.88412], [-4.62343, 4.00886, -2.39233], [-3.82554, 2.51534, 0.01450], [-3.68061, 4.20399, -0.16013], [1.59622, 4.40040, -0.97014], [2.31179, 3.28079, -1.63173], [2.11706, 3.18186, -3.14499], [3.32336, 2.55226, -3.50147], [4.27073, 2.75828, -2.56221], [5.40380, 2.43850, -2.67725], [3.73665, 3.32614, -1.49737], [1.72163, 4.52372, 0.12772], [0.51834, 4.22180, -1.19111], [2.00046, 5.33342, -1.41689], [2.11332, 2.26910, -1.18516], [1.98395, 4.13467, -3.63700], [1.27554, 2.53294, -3.36877], [-4.41807, -1.32332, -3.42444], [-3.95433, -2.69419, -3.17462], [-4.19365, -3.10237, -1.70775], [-4.68682, -4.48127, -1.81770], [-5.22301, -4.63266, -3.05292], [-5.69826, -5.66097, -3.46058], [-4.91227, -3.60267, -3.83395], [-5.44642, -1.24936, -2.92736], [-4.58032, -1.05592, -4.48792], [-3.71570, -0.58556, -3.09076], [-2.95745, -2.94754, -3.49433], [-4.97908, -2.41655, -1.34983], [-3.29659, -3.08369, -1.02939], [1.33095, 1.18822, 1.83181], [0.09991, 1.36931, 0.94513], [-0.10864, 0.24449, -0.05487], [-1.51803, -0.01773, -0.17259], [-2.08706, 0.54672, 0.92394], [-3.26286, 0.53703, 1.20865], [-1.15752, 1.31492, 1.62573], [1.37489, 2.05067, 2.44072], [2.27248, 1.11347, 1.24679], [1.19482, 0.30235, 2.49326], [0.02348, 2.31487, 0.48723], [0.47001, -0.69659, 0.19231], [0.18386, 0.49491, -1.08568], [3.26924, -0.17942, 4.31779], [3.12211, 0.11473, 5.75473], [1.93642, 1.02228, 6.03905], [1.47653, 0.55503, 7.28858], [1.86981, -0.76906, 7.42380], [1.45384, -1.46388, 8.30493], [2.84895, -1.04543, 6.54797], [4.13179, -0.79465, 4.14405], [3.41433, 0.74665, 3.76203], [2.45541, -0.76772, 3.88307], [3.99899, 0.60531, 6.22291], [1.19382, 0.75293, 5.23931], [2.14505, 2.11581, 6.11190], [2.61589, -0.06952, -5.99368], [1.79661, -0.30773, -4.90424], [0.57085, 0.30073, -4.72736], [0.13995, 1.12678, -5.74173], [0.93212, 1.51704, -6.81010], [2.23100, 0.91667, -6.92028], [2.89269, 1.08720, -8.06679], [-0.19267, 0.03857, -3.63729], [3.52747, -0.58751, -6.02396], [2.05649, -1.07578, -4.27341], [-0.82509, 1.55587, -5.81996], [0.67005, 2.31260, -7.46828], [3.81717, 0.95281, -7.82867], [-0.72227, 0.91219, -3.40570], [-0.81900, -4.72074, -2.34016], [-0.99578, -5.86721, -3.15377], [-0.91271, -5.73406, -4.52626], [-0.61568, -4.52964, -5.15853], [-0.31630, -3.42892, -4.34282], [-0.48130, -3.49552, -2.96492], [-0.35309, -2.40414, -2.18145], [-1.21924, -6.85198, -5.29679], [-0.73335, -4.85559, -1.32150], [-1.25764, -6.81153, -2.66978], [-0.49724, -4.51193, -6.19915], [0.14507, -2.46709, -4.68303], [-0.18905, -1.62054, -2.73234], [-1.33346, -6.50335, -6.17114], [-1.02032, 2.57726, 6.08909], [-1.25207, 2.68206, 4.73461], [-0.86733, 3.83605, 4.07408], [-0.23809, 4.85309, 4.71084], [-0.12670, 4.74156, 6.08665], [-0.55984, 3.61440, 6.78810], [-0.66173, 3.55948, 8.19946], [-1.08322, 3.94783, 2.72212], [-1.41894, 1.70542, 6.63836], [-1.66454, 1.90378, 4.09013], [0.22367, 5.72903, 4.24268], [0.24604, 5.63566, 6.54529], [-0.92177, 4.44915, 8.51794], [-1.46396, 3.14243, 2.39053], [-0.33482, -2.84429, 5.62176], [0.34333, -3.72298, 4.76298], [0.27998, -3.46477, 3.36901], [-0.47081, -2.33877, 2.91899], [-1.14114, -1.46383, 3.74080], [-1.10780, -1.81330, 5.10563], [-1.98839, -1.12174, 5.88997], [0.98309, -4.31575, 2.55547], [-0.23886, -2.90620, 6.74091], [0.95052, -4.42586, 5.35167], [-0.53253, -1.99731, 1.88983], [-1.74763, -0.62623, 3.45533], [-1.79732, -1.36591, 6.82041], [0.98960, -4.06561, 1.63134], [4.50663, -1.13608, 0.94957], [3.48481, -2.02614, 0.97767], [2.61658, -2.09270, -0.07138], [2.81215, -1.22043, -1.16114], [3.81849, -0.22378, -1.12068], [4.73536, -0.20887, -0.06651], [5.93115, 0.46083, -0.05791], [1.65123, -3.00413, 0.01668], [5.14515, -1.08611, 1.79481], [3.38153, -2.79030, 1.71813], [2.34642, -1.30807, -2.15289], [4.06425, 0.38896, -1.99839], [5.77463, 1.33075, -0.47233], [0.95914, -2.80972, -0.61838]],
  "forces_ev_per_angstrom": [[0.45, 1.36, -0.81], [-1.87, -0.84, -2.78], [0.40, 0.84, 3.01], [0.35, 0.16, 0.66], [0.30, 0.78, 0.10], [-1.53, -0.03, 0.08], [0.55, -0.67, -0.85], [0.22, -0.20, -0.28], [0.10, -0.27, 0.37], [0.21, 0.00, 0.79], [0.09, -0.07, 0.20], [0.13, -0.74, 0.48], [0.30, -0.08, -0.62], [-0.21, 0.85, 0.31], [-0.24, -1.73, 0.61], [-0.42, -0.49, 1.20], [0.70, -0.32, -1.05], [-0.57, -0.02, -0.72], [0.93, -0.28, 0.01], [0.18, 1.04, 0.78], [0.02, -0.54, -0.68], [0.63, 0.58, 0.14], [-0.71, -0.31, 0.13], [-0.61, 0.79, -0.28], [0.19, 0.39, -0.18], [0.12, 0.03, -0.20], [-1.97, 1.05, -0.78], [-1.04, -1.67, 0.69], [0.45, -0.43, 0.11], [-0.09, 1.38, 0.38], [1.23, -2.07, -0.51], [-0.29, 1.15, 0.70], [0.41, 1.11, -0.34], [1.44, 0.39, -0.59], [0.16, -0.59, 0.38], [0.29, 0.43, 0.71], [0.30, -0.02, -0.40], [0.16, -0.64, 0.43], [-0.93, -0.09, -0.80], [-0.78, -0.91, -0.36], [-0.10, -1.59, -0.35], [1.61, -1.28, -1.91], [-0.16, 0.57, 1.90], [-0.73, 1.19, 0.15], [1.75, -0.30, -0.40], [-1.53, -1.30, 0.53], [0.33, 0.98, 0.90], [-0.66, -0.13, 0.17], [0.15, 0.50, -0.66], [0.69, 1.25, -0.84], [-0.94, 0.99, 0.12], [0.26, 0.13, 0.42], [0.50, -0.62, -0.82], [0.46, 1.42, 1.23], [-0.61, -0.18, -0.91], [-0.22, -1.07, 0.22], [-0.15, 1.20, 1.25], [0.28, 0.03, -0.98], [-0.57, -0.45, -0.11], [0.68, -0.22, -0.07], [-0.11, 0.02, -0.05], [-0.29, 0.32, 0.33], [0.03, -0.48, -0.54], [0.13, 0.80, 0.72], [-0.17, -0.95, -0.26], [-1.62, 1.78, 0.08], [-0.46, 0.81, -0.91], [0.34, 0.01, -1.00], [0.07, 1.15, -0.98], [2.66, -1.53, 1.09], [-2.60, -0.89, 0.84], [1.38, 0.72, -0.50], [-1.41, 1.28, 0.91], [1.15, -0.59, -0.46], [0.78, -1.51, 1.71], [-1.08, 0.25, 0.80], [-0.41, 0.11, -0.59], [0.23, -0.02, -0.61], [1.25, -1.96, -0.44], [0.70, -0.21, -3.50], [-0.07, 1.20, 1.20], [-0.87, -0.75, -0.80], [0.63, 0.17, 2.45], [0.35, 0.85, -0.13], [-0.61, -1.96, 0.03], [0.52, 0.65, 0.79], [0.37, 0.53, 1.00], [-0.29, 0.05, 2.16], [0.18, 0.24, -0.43], [0.14, 0.22, -1.35], [-0.82, -0.98, -0.33], [-0.11, 0.31, -0.02], [-0.16, -0.18, -0.91], [-2.08, -2.92, -0.31], [0.44, 0.05, -0.78], [-0.42, -0.96, -1.75], [0.80, 0.77, 1.09], [0.09, 0.36, 0.32], [0.45, 2.47, 1.93], [0.21, 0.81, -0.92], [0.37, 0.91, 0.01], [0.45, 0.42, -0.37], [-0.06, -0.10, 0.65], [-0.60, -0.43, -0.16], [0.29, 0.06, 0.79], [0.36, -0.77, -0.31], [-0.28, -0.73, -0.17], [0.00, 0.20, 0.26], [-0.11, 1.36, 0.45], [-0.10, 0.12, 0.70], [0.73, -0.02, -0.92], [0.48, -1.72, 2.41], [-0.75, 0.57, -0.46], [0.47, 0.15, 1.33], [-0.19, -0.09, 0.64], [-0.16, -0.27, -1.26], [-0.07, -0.18, -1.32], [0.45, -0.88, -0.41], [-0.07, 0.13, -0.40], [-0.33, 0.32, -0.63], [-0.08, 0.53, -0.34], [0.93, 1.20, 0.49], [-0.10, -0.38, -0.12], [0.67, 1.61, -1.55], [0.44, 0.67, -0.30], [0.68, -0.55, -0.14], [-0.64, -1.15, -0.14], [-0.89, 0.95, -0.05], [-1.25, -1.16, -0.07], [0.82, -0.12, 0.56], [0.01, -0.07, 0.73], [-0.44, -0.18, 0.84], [-0.44, -0.43, 0.24], [0.43, -0.38, -0.08], [-0.44, -0.05, -0.66]]
}